Computed, not measured: C56H46AgO2P3 as an isolated structure at a distorted geometry, with the ωB97M-V functional and the def2-TZVPD basis.

XYZ file:
```
108
Properties=species:S:1:pos:R:3:mulliken_charge:R:1
Ag -0.297 0.119 1.568 1.21
O -0.807 -3.415 -0.271 0.12
C 0.216 -4.214 0.300 -0.34
C 0.216 -5.688 0.236 -0.23
C 1.305 -6.346 0.651 -0.71
C 2.451 -5.741 0.976 -1.13
C 2.508 -4.317 0.902 -0.33
C 1.416 -3.573 0.709 0.32
P 1.380 -1.662 0.460 0.67
C 2.188 -1.491 -1.135 0.05
C 2.652 -0.202 -1.526 -0.04
C 3.333 -0.195 -2.713 -1.00
C 3.139 -1.296 -3.669 -1.08
C 2.264 -2.406 -3.331 -0.40
C 1.848 -2.466 -2.057 0.29
C 2.761 -1.374 1.741 0.27
C 4.183 -1.305 1.160 0.04
C 5.156 -0.997 2.106 -1.14
C 4.951 -0.731 3.390 -0.85
C 3.574 -0.864 3.839 -0.70
C 2.566 -1.110 3.027 0.11
C -2.011 -3.318 0.451 0.78
C -2.445 -4.259 1.349 -0.40
C -3.594 -3.928 1.982 -0.37
C -4.391 -2.780 1.784 -1.37
C -3.901 -1.804 0.905 -0.80
C -2.613 -2.065 0.108 -0.02
P -1.820 -0.709 -0.925 2.76
C -3.270 0.337 -1.133 0.86
C -4.197 0.387 -2.253 -2.20
C -5.331 1.211 -2.186 -0.51
C -5.575 2.131 -1.020 -0.97
C -4.441 2.021 -0.103 -0.53
C -3.382 1.170 -0.060 -0.19
C -1.715 -1.623 -2.529 0.76
C -1.074 -1.051 -3.609 -0.75
C -1.244 -1.310 -4.919 -0.93
C -2.028 -2.358 -5.174 -0.55
C -2.754 -3.062 -4.214 -0.69
C -2.649 -2.698 -2.865 -0.71
H -0.769 -6.024 -0.318 0.27
H 1.310 -7.389 0.534 0.43
H 3.235 -6.391 1.310 0.44
H 3.407 -3.813 1.255 0.39
H 2.760 0.755 -1.106 0.66
H 4.269 0.582 -2.896 0.17
H 3.488 -1.072 -4.516 0.70
H 2.082 -3.212 -3.985 0.61
H 1.368 -3.472 -1.504 -0.37
H 4.555 -1.353 0.183 0.42
H 5.950 -1.177 1.591 0.78
H 5.917 -0.564 3.881 0.38
H 3.217 -0.642 4.780 0.54
H 1.403 -1.361 3.093 0.13
H -1.863 -5.133 1.827 0.20
H -3.735 -4.537 3.105 0.09
H -5.314 -2.729 2.208 0.61
H -4.498 -0.891 0.785 0.25
H -4.083 -0.284 -2.921 0.89
H -6.000 1.418 -3.175 0.17
H -6.411 2.878 -1.104 0.33
H -4.519 2.633 0.769 0.49
H -2.724 0.903 0.684 0.08
H -0.386 -0.370 -3.374 0.98
H -0.819 -0.686 -5.668 0.57
H -2.198 -2.743 -6.264 0.18
H -3.389 -3.884 -4.454 0.50
H -3.457 -3.157 -2.191 0.17
C -2.260 -0.338 4.366 -1.76
C -1.738 0.431 3.141 0.63
O -2.391 1.552 2.933 -0.54
H -2.894 0.359 4.931 0.39
H -1.474 -0.474 5.100 0.37
H -2.780 -1.202 4.162 0.29
C 5.095 3.883 1.057 -0.50
C 4.085 4.793 0.789 -0.48
C 2.780 4.479 0.832 -0.66
C 2.407 3.160 1.116 -0.06
C 3.431 2.259 1.549 0.29
C 4.809 2.598 1.525 -0.61
P 0.693 2.470 0.906 1.12
C -0.417 3.727 1.616 0.84
C -0.508 3.770 2.962 -0.28
C -1.223 4.835 3.600 -0.54
C -2.044 5.709 2.807 -0.68
C -1.988 5.630 1.488 -0.58
C -1.148 4.590 0.828 -0.31
C 0.431 2.580 -0.967 0.89
C -0.912 2.302 -1.509 0.65
C -0.987 2.684 -2.932 -0.81
C 0.127 2.546 -3.678 -0.70
C 1.354 2.664 -3.128 -0.01
C 1.536 2.639 -1.730 -0.31
H 6.272 4.079 0.906 0.17
H 4.284 5.829 0.525 0.39
H 2.061 5.256 0.716 0.47
H 3.051 1.295 1.675 0.07
H 5.629 1.938 1.684 0.45
H -0.089 2.985 3.649 0.19
H -1.491 4.879 4.859 0.13
H -2.596 6.379 3.361 0.54
H -2.436 6.303 0.645 0.25
H -1.063 4.627 -0.213 0.53
H -1.674 2.417 -0.628 -0.74
H -2.091 2.650 -3.284 0.15
H -0.288 2.500 -4.679 0.42
H 2.369 2.858 -3.835 0.11
H 2.715 3.054 -1.627 -0.16
```

The charge is 0. The energy relative to the best compared isomer or geometry (same formula, charge and spin) is 372.3 kcal per mole. The calculated total energy is -3482.4609 hartree. The value obtained for the orbital gap is 6.85 eV. The calculation puts the highest occupied orbital energy at -6.54 eV. For the molar mass, the calculation gives 951.77 g mol⁻¹. The calculation puts the largest force on an atom at 9.15 eV/Å.